No. 1
# C3H6N2O

A cluster of 3 separate species, C3H6N2O in total (the ωB97M-V functional and the def2-TZVPD basis, the Open Molecules 2025 dataset).

Bonds (Å) are listed after each position.
CARTESIAN COORDINATES (ANGSTROEM)
1 H -2.13210 0.91533 0.25339  H2 0.745
2 H -2.80069 0.75839 0.54253  H1 0.745
3 H 0.39626 2.05520 0.49109  N10 1.023
4 C -0.18322 -1.40896 1.01923  C5 1.481, H8 1.100, O12 1.201
5 C 0.16441 -1.91030 -0.32986  C4 1.481, N11 1.158
6 H 2.07230 1.81774 -0.99430  C7 1.094
7 C 1.21687 1.13747 -0.95312  H6 1.094, H9 1.093, N10 1.268
8 H 0.62818 -0.85844 1.51852  C4 1.100
9 H 1.19652 0.31456 -1.67161  C7 1.093
10 N 0.27004 1.24203 -0.11652  H3 1.023, C7 1.268
11 N 0.47675 -2.31496 -1.36837  C5 1.158
12 O -1.25272 -1.63045 1.51967  C4 1.201

As for the net charge: 0. As for the SMILES: N#CC=O.[H][H].C=N. Its HOMO-LUMO gap is 10.50 eV. For the energy above the lowest of the compared OMol25 structures with the same formula, charge and spin, the calculation gives 361.1 kJ/mol. The HOMO energy is -10.8 eV. As for the strongest force on any atom: 1.208 eV/Å.

***

No. 2
# C3H6N2O

An isolated molecule of C3H6N2O (the ωB97M-V functional and the def2-TZVPD basis, the Open Molecules 2025 dataset).

Bonds (Å) are listed after each position.
CARTESIAN COORDINATES (ANGSTROEM)
1 H -1.31691 1.18609 0.28444  C5 1.173
2 H -1.80518 -0.67612 -0.01907  C5 1.079
3 H 0.69923 0.59099 -2.84389  C12 1.050
4 H -0.00567 -1.11889 2.09328  C7 1.220
5 C -1.15012 0.15189 -0.24302  H1 1.173, H2 1.079, N6 1.596, O8 1.341
6 N 0.29779 -0.39347 0.14698  C5 1.596, C7 1.413, N11 1.375
7 C 0.68371 -0.30386 1.50351  H4 1.220, N6 1.413, H9 1.069, H10 1.144
8 O -0.96536 0.41424 -1.54468  C5 1.341, C12 1.350
9 H 0.40389 0.58453 2.02905  C7 1.069
10 H 1.77900 -0.63271 1.46425  C7 1.144
11 N 1.06781 -0.02976 -0.93221  N6 1.375, C12 1.285
12 C 0.31181 0.22707 -1.93864  H3 1.050, O8 1.350, N11 1.285

As for the net charge: 0. The spin multiplicity is 3. Its HOMO-LUMO gap (alpha / beta) is 5.56 / 9.22 eV. For the energy above the lowest of the compared OMol25 structures with the same formula, charge and spin, the calculation gives 140.1 kJ/mol. The HOMO energy (alpha / beta) is -4.7 / -10.2 eV. As for the strongest force on any atom: 10.205 eV/Å.

***

No. 3
# C3H6N2O2

An isolated molecule of C3H6N2O2 (the ωB97M-V functional and the def2-TZVPD basis, the Open Molecules 2025 dataset).

Bonds (Å) are listed after each position.
CARTESIAN COORDINATES (ANGSTROEM)
1 H 1.42506 1.42487 -1.48574  N11 1.012
2 H 2.59850 1.02366 0.47067  C4 1.092
3 C -0.04832 -0.84939 0.87925  C7 1.533, O9 1.423, H10 1.092, H13 1.095
4 C 1.65017 0.56402 0.18620  H2 1.092, O9 1.338, N11 1.265
5 H -1.23375 -0.93428 -1.45228  N6 1.012
6 N -1.80020 -0.47889 -0.74859  H5 1.012, C7 1.377, H8 1.010
7 C -1.10410 0.09387 0.29259  C3 1.533, N6 1.377, O12 1.212
8 H -2.50510 0.13525 -1.13121  N6 1.010
9 O 1.19629 -0.22384 1.16802  C3 1.423, C4 1.338
10 H -0.44078 -1.19742 1.83687  C3 1.092
11 N 1.01486 0.71078 -0.89725  H1 1.012, C4 1.265
12 O -1.40332 1.14638 0.81363  C7 1.212
13 H 0.12207 -1.70922 0.22334  C3 1.095

As for the net charge: 0. As for the SMILES: [H]/N=C/OCC(N)=O. Its HOMO-LUMO gap is 10.70 eV. For the energy above the lowest of the compared OMol25 structures with the same formula, charge and spin, the calculation gives 139.9 kJ/mol. The HOMO energy is -9.8 eV. As for the strongest force on any atom: 0.428 eV/Å.

***

No. 4
# C3H6N2O2

An isolated molecule of C3H6N2O2 (the ωB97M-V functional and the def2-TZVPD basis, the Open Molecules 2025 dataset).

Bonds (Å) are listed after each position.
CARTESIAN COORDINATES (ANGSTROEM)
1 N 0.64191 1.24523 -1.09085  C2 1.258, H5 1.018
2 C 0.33979 0.50197 -0.12194  N1 1.258, N8 1.371, O12 1.420
3 H -1.31680 2.48283 0.25787  C6 1.109
4 H 1.08022 -2.71285 -0.01185  C10 1.094
5 H 1.47202 0.89062 -1.56180  N1 1.018
6 C -1.50240 1.68630 1.00703  H3 1.109, O7 1.205, N8 1.403
7 O -2.35820 1.78290 1.85004  C6 1.205
8 N -0.64085 0.59331 0.83115  C2 1.371, C6 1.403, H13 1.065
9 H 1.27702 -1.68319 -1.46261  C10 1.089
10 C 0.71816 -1.82585 -0.53938  H4 1.094, H9 1.089, H11 1.099, O12 1.422
11 H -0.35306 -1.94972 -0.75381  C10 1.099
12 O 0.96667 -0.70231 0.29579  C2 1.420, C10 1.422
13 H -0.32446 -0.30923 1.30037  N8 1.065

As for the net charge: 0. As for the SMILES: [H]/N=C(/NC=O)OC. Its HOMO-LUMO gap is 10.87 eV. For the energy above the lowest of the compared OMol25 structures with the same formula, charge and spin, the calculation gives 242.5 kJ/mol. The HOMO energy is -10.2 eV. As for the strongest force on any atom: 2.916 eV/Å.

***

No. 5
# C3H6N2O2

An isolated molecule of C3H6N2O2 (the ωB97M-V functional and the def2-TZVPD basis, the Open Molecules 2025 dataset).

Bonds (Å) are listed after each position.
CARTESIAN COORDINATES (ANGSTROEM)
1 O 2.14972 -0.59138 2.76816  C4 1.208
2 C -1.80387 -0.18383 -1.16001  O7 1.411, H9 1.089, H10 1.093, H11 1.092
3 H 0.59884 0.74800 -1.90072  N12 1.016
4 C 1.86758 -0.29778 1.63086  O1 1.208, H5 1.100, N8 1.372
5 H 2.52697 -0.41634 0.75864  C4 1.100
6 C 0.20997 0.39235 -0.04058  O7 1.356, N8 1.388, N12 1.266
7 O -1.14061 0.27823 -0.00373  C2 1.411, C6 1.356
8 N 0.64130 0.19779 1.26448  C4 1.372, C6 1.388, H13 1.008
9 H -2.85132 -0.20913 -0.86417  C2 1.089
10 H -1.65320 0.49775 -2.00049  C2 1.093
11 H -1.47282 -1.19132 -1.42026  C2 1.092
12 N 1.02103 0.61790 -0.98608  H3 1.016, C6 1.266
13 H -0.09361 0.15776 1.95391  N8 1.008

As for the net charge: 0. As for the SMILES: [H]/N=C(/NC=O)OC. Its HOMO-LUMO gap is 10.74 eV. For the energy above the lowest of the compared OMol25 structures with the same formula, charge and spin, the calculation gives 149.4 kJ/mol. The HOMO energy is -10.1 eV. As for the strongest force on any atom: 0.442 eV/Å.

***

No. 6
# C3H6N2O2

An isolated molecule of C3H6N2O2 (the ωB97M-V functional and the def2-TZVPD basis, the Open Molecules 2025 dataset).

Bonds (Å) are listed after each position.
CARTESIAN COORDINATES (ANGSTROEM)
1 C -0.61389 0.57778 -1.53134  H7 1.329, H8 1.216, N12 1.444, H13 1.140
2 O -1.36871 -1.52055 -0.52251  H11 1.153, N12 1.458
3 C 1.21226 0.81064 0.90325  H5 1.217, C9 1.467, O10 1.332
4 N -0.16287 -1.02342 1.65011  H6 0.947, C9 1.280
5 H 1.99713 0.60649 1.81086  C3 1.217
6 H 0.48068 -0.97921 2.34347  N4 0.947
7 H 0.62934 0.93507 -1.83546  C1 1.329
8 H -1.27895 1.51426 -1.13121  C1 1.216
9 C 0.08863 -0.12408 0.77531  C3 1.467, N4 1.280, N12 1.420
10 O 1.17346 1.97098 0.24951  C3 1.332
11 H -0.84792 -2.23961 0.21277  O2 1.153
12 N -0.39780 -0.43245 -0.52267  C1 1.444, O2 1.458, C9 1.420
13 H -0.91135 -0.09591 -2.40209  C1 1.140

As for the net charge: 0. As for the SMILES: [H]/N=C(\C=O)N(C)O. Its HOMO-LUMO gap is 8.05 eV. For the energy above the lowest of the compared OMol25 structures with the same formula, charge and spin, the calculation gives 655.1 kJ/mol. The HOMO energy is -9.0 eV. As for the strongest force on any atom: 7.477 eV/Å.